# C61H45I4IrN4OPS

A molecular structure, C61H45I4IrN4OPS (the ωB97M-V functional and the def2-TZVPD basis, OMol25).

Each line ends with the Löwdin charge.
CARTESIAN COORDINATES (ANGSTROEM)
Ir (1.02742, -0.13442, -0.28558)  1.291
I (2.54796, 4.81468, 8.03639)  0.901
C (2.19026, 3.73223, 6.29911)  -0.744
C (1.44624, 2.56189, 6.35511)  -0.136
C (1.20651, 1.84663, 5.19206)  -0.037
C (1.69363, 2.28644, 3.96377)  -0.188
C (2.43455, 3.46573, 3.92916)  -0.028
C (2.68760, 4.18638, 5.08576)  -0.135
C (1.46322, 1.52129, 2.70288)  -0.067
C (1.93600, 0.21315, 2.61683)  -0.218
C (2.55050, -0.50694, 3.70459)  0.026
C (2.84243, -1.74099, 3.25578)  0.023
C (2.47729, -1.78662, 1.86196)  -0.214
C (2.73385, -2.84815, 1.01469)  -0.056
C (3.32641, -4.08957, 1.59244)  -0.195
C (2.63706, -5.29703, 1.51994)  -0.034
C (3.15159, -6.45117, 2.08954)  -0.137
C (4.37711, -6.40673, 2.73923)  -0.743
I (5.14857, -8.12623, 3.61253)  0.903
C (5.09022, -5.21736, 2.80353)  -0.134
C (4.56494, -4.07093, 2.22868)  -0.032
C (2.47224, -2.84663, -0.36097)  -0.251
N (1.82087, -1.86889, -1.05847)  -0.080
C (1.67223, -2.32451, -2.34705)  -0.247
C (1.03104, -1.63053, -3.38103)  -0.062
C (0.74090, -2.32006, -4.67076)  -0.190
C (-0.56147, -2.31140, -5.16478)  -0.029
C (-0.87753, -2.92162, -6.36898)  -0.135
C (0.12384, -3.52917, -7.11140)  -0.743
I (-0.32926, -4.40934, -8.93705)  0.907
C (1.43281, -3.53188, -6.64692)  -0.133
C (1.73302, -2.93487, -5.43379)  -0.031
C (0.69028, -0.28517, -3.31347)  -0.232
C (0.57821, 0.54817, -4.48135)  0.022
C (0.47955, 1.82090, -4.04842)  0.011
C (0.45558, 1.78498, -2.60853)  -0.205
N (0.61799, 0.49795, -2.18533)  -0.037
C (0.23626, 2.88894, -1.77867)  -0.063
C (0.30830, 2.82664, -0.39618)  -0.242
C (-0.05426, 3.89105, 0.50026)  -0.013
C (0.29220, 3.51115, 1.74584)  0.016
C (0.87217, 2.20034, 1.64666)  -0.228
N (0.80041, 1.76808, 0.34194)  -0.045
C (-0.07300, 4.20053, -2.41448)  -0.191
C (0.61992, 5.35311, -2.04411)  -0.026
C (0.33369, 6.58130, -2.61891)  -0.133
C (-0.64566, 6.66933, -3.59835)  -0.743
I (-1.08830, 8.50589, -4.46118)  0.905
C (-1.33413, 5.53222, -3.99908)  -0.135
C (-1.05240, 4.31474, -3.40089)  -0.059
C (2.27894, -3.61629, -2.45926)  0.013
C (2.80253, -3.91959, -1.24825)  0.012
N (1.88798, -0.58892, 1.51226)  -0.044
H (1.05327, 2.20927, 7.29878)  0.097
H (0.60972, 0.94492, 5.24019)  0.101
H (2.83844, 3.81432, 2.98662)  0.128
H (3.27210, 5.09483, 5.04007)  0.098
H (2.74489, -0.11126, 4.68558)  0.117
H (3.28331, -2.54677, 3.81530)  0.117
H (1.67288, -5.34057, 1.02659)  0.115
H (2.59503, -7.37650, 2.03367)  0.098
H (6.05151, -5.18276, 3.29725)  0.099
H (5.14209, -3.15479, 2.24835)  0.129
H (-1.34298, -1.82070, -4.59923)  0.106
H (-1.89769, -2.91863, -6.72728)  0.097
H (2.21845, -3.98851, -7.23289)  0.099
H (2.76237, -2.91074, -5.10148)  0.123
H (0.65176, 0.20018, -5.49788)  0.125
H (0.49491, 2.71348, -4.64934)  0.119
H (-0.54066, 4.80802, 0.21188)  0.121
H (0.15867, 4.05950, 2.66321)  0.125
H (1.42124, 5.28543, -1.31951)  0.126
H (0.87857, 7.46241, -2.30936)  0.099
H (-2.08758, 5.59354, -4.77238)  0.099
H (-1.62732, 3.44331, -3.68863)  0.122
H (2.32069, -4.21649, -3.34956)  0.110
H (3.37566, -4.79076, -0.98201)  0.122
C (-0.63197, -3.19908, -0.54053)  -0.186
P (-0.78238, -1.47571, 0.01521)  0.984
C (-2.53810, -1.28028, -0.45255)  -0.363
C (-3.56608, -1.17467, 0.47912)  -0.106
C (-4.88750, -1.22790, 0.05616)  -0.079
C (-5.19698, -1.38213, -1.28724)  -0.075
C (-4.17539, -1.47831, -2.21890)  -0.064
C (-2.85401, -1.42598, -1.80012)  -0.093
C (-0.92115, -1.64920, 1.82698)  -0.351
C (-0.84215, -2.87960, 2.47167)  -0.069
C (-0.97639, -2.95592, 3.85255)  -0.060
C (-1.21357, -1.80882, 4.59260)  -0.064
C (-1.30801, -0.58053, 3.95061)  -0.075
C (-1.14280, -0.49560, 2.57879)  -0.118
H (-1.55460, -3.69935, -0.24871)  0.079
H (0.22586, -3.70166, -0.10786)  0.035
H (-0.55171, -3.24078, -1.62437)  0.056
H (-3.34805, -1.08856, 1.53304)  0.104
H (-5.68081, -1.16500, 0.79053)  0.114
H (-6.22959, -1.44432, -1.60393)  0.111
H (-4.40519, -1.61124, -3.26813)  0.110
H (-2.05913, -1.51423, -2.53155)  0.085
H (-0.67763, -3.79028, 1.91293)  0.095
H (-0.90377, -3.91667, 4.34503)  0.111
H (-1.32921, -1.87243, 5.66683)  0.110
H (-1.50883, 0.31864, 4.52011)  0.107
H (-1.19938, 0.46340, 2.07534)  0.089
O (-2.04058, 1.33262, -0.02195)  -0.551
S (-3.42693, 1.80289, -0.38774)  0.985
C (-4.21383, 2.30424, 1.17319)  -0.301
C (-3.80640, 3.74842, 1.41944)  -0.224
C (-3.99387, 4.42920, 0.06663)  -0.214
C (-3.26757, 3.53646, -0.93802)  -0.296
H (-3.88189, 1.59120, 1.92686)  0.090
H (-5.29311, 2.20546, 1.03305)  0.099
H (-2.75578, 3.78680, 1.71885)  0.101
H (-4.40058, 4.21133, 2.20741)  0.119
H (-3.59861, 5.44515, 0.04594)  0.118
H (-5.05742, 4.48091, -0.17596)  0.116
H (-2.19600, 3.71331, -0.94454)  0.053
H (-3.65657, 3.60877, -1.95245)  0.089

- energy relative to the best compared isomer or geometry (same formula, charge and spin) (kcal per mole) = 47.3
- spin multiplicity = 1
- HOMO energy (eV) = -9.62
- net charge = +1


# C20H57BINO24P6S

6 unconnected molecules or ions with the total composition C20H57BINO24P6S (the ωB97M-V functional and the def2-TZVPD basis, OMol25).

Each line ends with the Löwdin charge.
CARTESIAN COORDINATES (ANGSTROEM)
C (-0.29748, 4.82139, -1.91790)  -0.093
C (-0.52007, 3.86094, -0.59021)  -0.234
N (-1.92114, 3.31615, -0.44016)  -0.031
C (-2.26610, 2.25743, -1.45852)  -0.550
C (-3.36219, 2.96180, -2.50743)  -0.055
B (-4.27219, 4.04955, -1.65380)  -0.454
O (-3.89570, 5.50093, -1.68731)  0.015
O (-5.43345, 3.63894, -0.82485)  0.017
O (-1.13454, 1.72892, -2.23297)  -0.127
C (-0.51915, 0.55092, -1.60274)  -0.648
O (-0.00016, 0.48218, -0.37436)  -0.141
I (-0.36738, -1.31576, -2.80942)  0.963
P (-3.29188, 0.87169, -0.55358)  0.433
S (-4.04605, -0.44804, -1.77074)  0.132
H (-0.94035, 4.44556, -2.82175)  0.064
H (-0.51507, 5.95889, -1.64341)  0.095
H (0.83993, 4.67320, -2.24487)  0.088
H (-0.34374, 4.57875, 0.34763)  0.136
H (0.33611, 3.06464, -0.54322)  0.098
H (-2.08165, 3.01277, 0.54491)  0.107
H (-4.10912, 2.18521, -2.96834)  0.088
H (-2.84469, 3.54396, -3.38055)  0.118
H (-4.72601, 5.98851, -2.02843)  0.123
H (-6.18949, 3.38646, -1.44625)  0.126
H (-2.46796, 0.11998, 0.39962)  0.011
H (-4.32361, 1.50418, 0.24458)  0.018
C (-1.32788, -0.34009, -6.08881)  -0.201
O (-1.78785, -0.31415, -7.43304)  -0.330
P (-1.01270, -1.33167, -8.59783)  0.781
O (-1.21599, -2.55781, -7.70170)  -0.250
O (0.44216, -0.63348, -8.25736)  -0.270
C (0.61165, 0.73509, -8.56872)  -0.138
O (-0.23758, -2.34924, -9.76249)  -0.251
C (-0.13330, -1.77801, -11.05000)  -0.159
H (-2.16069, -0.61819, -5.43918)  0.070
H (-0.49958, -1.03482, -5.93081)  0.035
H (-0.99497, 0.66623, -5.81975)  0.082
H (0.95223, 1.26363, -7.67650)  0.090
H (-0.31828, 1.19302, -8.92133)  0.085
H (1.37231, 0.83408, -9.34559)  0.083
H (0.55271, -0.92781, -11.03244)  0.074
H (-1.11828, -1.45266, -11.39504)  0.080
H (0.25465, -2.53132, -11.73948)  0.091
C (1.82658, -9.25310, -2.84582)  -0.139
O (2.55930, -8.07882, -2.52431)  -0.335
P (1.76988, -6.82257, -1.63461)  0.779
O (1.33748, -7.82134, -0.55605)  -0.246
O (0.60080, -6.72004, -2.79339)  -0.268
C (0.98014, -6.28329, -4.08336)  -0.133
O (0.98042, -5.56645, -0.74487)  -0.250
C (1.36977, -4.26136, -1.11901)  -0.190
H (2.34609, -10.11632, -2.42404)  0.092
H (0.79898, -9.23405, -2.47518)  0.086
H (1.80272, -9.35639, -3.93424)  0.082
H (0.64652, -7.01654, -4.81986)  0.092
H (2.06430, -6.15782, -4.17082)  0.084
H (0.49460, -5.32872, -4.29544)  0.082
H (1.02739, -4.04020, -2.13272)  0.019
H (2.45758, -4.16663, -1.06609)  0.082
H (0.91606, -3.54660, -0.42863)  0.078
C (-0.53046, 3.64534, 5.78142)  -0.136
O (0.22265, 3.79062, 4.58520)  -0.327
P (0.23409, 2.48909, 3.44555)  0.783
O (-1.29765, 2.45185, 3.43211)  -0.275
O (0.80165, 1.46280, 4.60512)  -0.270
C (2.09137, 1.70321, 5.13190)  -0.131
O (0.24542, 1.18759, 2.30596)  -0.258
C (1.47985, 1.01149, 1.64264)  -0.177
H (-1.26376, 4.45310, 5.83367)  0.092
H (-1.04636, 2.68478, 5.85108)  0.083
H (0.15219, 3.73681, 6.63084)  0.084
H (2.02678, 1.75864, 6.22008)  0.092
H (2.52147, 2.63575, 4.75219)  0.069
H (2.74858, 0.87416, 4.86232)  0.086
H (2.24325, 0.67307, 2.34722)  0.081
H (1.79264, 1.95138, 1.18017)  0.078
H (1.35692, 0.25511, 0.86409)  0.061
C (5.46954, 5.17651, 7.77233)  -0.135
O (6.22265, 5.32179, 6.57611)  -0.330
P (6.23409, 4.02026, 5.43646)  0.787
O (4.70235, 3.98302, 5.42302)  -0.255
O (6.80165, 2.99396, 6.59603)  -0.269
C (8.09137, 3.23438, 7.12281)  -0.135
O (6.24542, 2.71876, 4.29687)  -0.254
C (7.47985, 2.54266, 3.63355)  -0.158
H (4.73624, 5.98427, 7.82458)  0.094
H (4.95364, 4.21594, 7.84199)  0.085
H (6.15219, 5.26798, 8.62175)  0.084
H (8.02678, 3.28981, 8.21099)  0.091
H (8.52147, 4.16692, 6.74310)  0.085
H (8.74858, 2.40532, 6.85323)  0.084
H (8.24325, 2.20424, 4.33813)  0.076
H (7.79264, 3.48255, 3.17108)  0.080
H (7.35692, 1.78628, 2.85500)  0.091
C (-6.95911, -4.79669, 2.55090)  -0.141
O (-5.56003, -4.65608, 2.75589)  -0.333
P (-4.98871, -3.34214, 3.72546)  0.781
O (-5.93290, -3.73770, 4.86557)  -0.252
O (-5.74387, -2.26443, 2.73134)  -0.268
C (-5.28993, -2.16062, 1.39648)  -0.150
O (-4.41751, -2.02826, 4.69508)  -0.250
C (-3.19533, -1.47412, 4.25459)  -0.153
H (-7.26864, -5.78008, 2.91157)  0.091
H (-7.54737, -4.02612, 3.05475)  0.085
H (-7.15679, -4.73960, 1.47687)  0.082
H (-6.13706, -2.29320, 0.72107)  0.091
H (-4.52740, -2.91108, 1.16376)  0.088
H (-4.86847, -1.16606, 1.23786)  0.042
H (-3.33125, -0.97436, 3.29254)  0.071
H (-2.44125, -2.26004, 4.16092)  0.080
H (-2.85576, -0.74052, 4.98936)  0.092

- spin multiplicity = 1
- HOMO energy (eV) = -8.82
- net charge = 0
- SMILES = CCN[C@@](CB(O)O)(OC(=O)I)[PH2]=S.COP(=O)(OC)OC.COP(=O)(OC)OC.COP(=O)(OC)OC.COP(=O)(OC)OC.COP(=O)(OC)OC


# C7H9N3O2

A single C7H9N3O2 molecule (the ωB97M-V functional and the def2-TZVPD basis, OMol25).

Each line ends with the Löwdin charge.
CARTESIAN COORDINATES (ANGSTROEM)
C (-1.69626, -0.40440, 0.65976)  -0.260
C (-0.45454, -1.23379, 0.63048)  -0.160
C (0.62697, -0.43868, 0.20125)  -0.434
C (1.64870, 1.22397, -0.67720)  -0.073
C (2.92452, 0.58144, -0.72041)  -0.084
C (2.80233, -0.60854, -0.45396)  -0.169
C (-2.11013, -0.35548, -0.92715)  -0.500
H (-1.39728, 0.89025, 2.11456)  0.135
H (-0.73983, 1.49962, 0.43315)  0.053
H (-2.76196, -0.79905, 1.17045)  0.198
H (-0.67984, -2.01065, -0.29307)  0.177
H (-0.15804, -2.00000, 1.63473)  0.202
H (1.74390, 2.45411, -0.80773)  0.173
H (3.71939, 1.25341, -0.91785)  0.108
H (3.61536, -1.44074, -0.39989)  0.151
H (-3.07178, 1.06766, 0.01958)  0.126
N (-1.55420, 1.14581, 1.02905)  -0.025
N (0.50505, 0.75024, -0.29041)  0.097
N (1.77074, -1.11462, 0.31449)  0.149
O (-3.05990, 0.57637, -0.89435)  0.044
O (-1.67320, -1.03693, -1.82549)  0.091

- energy relative to the best compared isomer or geometry (same formula, charge and spin) (kcal per mole) = 127.1
- spin multiplicity = 1
- HOMO energy (eV) = -9.59
- net charge = 0
- SMILES = N[C@H](Cc1ncccn1)C(=O)O


Look up the spin multiplicity of the second one. 1


Look up the HOMO energy of the first one. -9.62 eV